# C84H204N8O18

14 unconnected molecules or ions with the total composition C84H204N8O18 in a non-equilibrium geometry (ωB97M-V/def2-TZVPD, OMol25).

Calculated values
**HOMO energy**: -7.84 eV
**Kohn-Sham gap**: 8.49 eV

Last column: Löwdin charge in e.
Positions of all 314 atoms, in Å:
1 C -1.871 3.613 2.312  -0.122
2 O -0.935 4.660 2.496  -0.199
3 C -1.067 5.644 1.463  -0.168
4 C -0.714 5.095 0.070  -0.205
5 O 0.616 4.681 0.135  -0.122
6 C 1.242 4.451 -1.087  -0.196
7 C 2.698 4.136 -0.813  -0.234
8 O 3.337 5.242 -0.323  -0.155
9 C 4.564 5.052 0.357  -0.076
10 H -2.864 3.917 2.019  0.071
11 H -1.967 3.120 3.278  0.083
12 H -1.578 2.859 1.549  0.081
13 H -0.381 6.465 1.734  0.133
14 H -2.093 6.060 1.548  0.127
15 H -0.807 5.955 -0.613  0.128
16 H -1.435 4.317 -0.276  0.122
17 H 1.127 5.346 -1.717  0.122
18 H 0.907 3.541 -1.608  0.121
19 H 3.138 3.792 -1.773  0.103
20 H 2.661 3.330 -0.063  0.129
21 H 5.381 4.537 -0.178  0.080
22 H 4.423 4.451 1.236  0.074
23 H 4.924 6.039 0.528  0.081
24 C 6.146 -6.226 3.578  -0.140
25 O 5.959 -5.079 4.312  -0.160
26 C 5.495 -5.417 5.575  -0.219
27 C 5.457 -4.158 6.426  -0.218
28 O 4.507 -3.292 5.902  -0.143
29 C 4.531 -2.008 6.549  -0.145
30 C 3.436 -1.106 5.940  -0.150
31 O 2.100 -1.586 6.332  -0.199
32 C 1.088 -0.635 5.969  -0.101
33 H 6.745 -7.033 3.987  0.086
34 H 6.715 -5.972 2.695  0.073
35 H 5.211 -6.739 3.280  0.099
36 H 6.220 -6.084 6.053  0.129
37 H 4.487 -5.870 5.552  0.130
38 H 6.434 -3.732 6.360  0.119
39 H 5.183 -4.482 7.422  0.129
40 H 5.583 -1.624 6.470  0.132
41 H 4.304 -2.159 7.632  0.137
42 H 3.466 -1.097 4.862  0.096
43 H 3.599 -0.138 6.409  0.111
44 H 0.967 -0.537 4.863  0.068
45 H 1.376 0.346 6.384  0.091
46 H 0.148 -0.984 6.393  0.082
47 C -3.003 -0.551 -4.628  -0.088
48 O -3.803 -1.136 -3.578  -0.202
49 C -3.670 -2.580 -3.560  -0.156
50 C -4.658 -3.256 -2.609  -0.204
51 O -4.142 -3.386 -1.316  -0.144
52 C -4.840 -4.303 -0.458  -0.144
53 C -3.953 -4.710 0.757  -0.212
54 O -2.773 -5.346 0.347  -0.184
55 C -1.830 -5.593 1.428  -0.065
56 H -3.496 -0.663 -5.608  0.102
57 H -1.978 -0.858 -4.723  0.035
58 H -3.042 0.476 -4.276  0.068
59 H -2.699 -2.788 -3.113  0.108
60 H -3.825 -3.021 -4.547  0.125
61 H -5.028 -4.224 -2.980  0.126
62 H -5.580 -2.645 -2.588  0.114
63 H -4.968 -5.176 -1.076  0.117
64 H -5.772 -3.886 -0.093  0.100
65 H -4.616 -5.386 1.331  0.130
66 H -3.707 -3.852 1.393  0.097
67 H -1.054 -6.215 1.041  0.075
68 H -2.274 -6.055 2.322  0.095
69 H -1.387 -4.649 1.770  0.071
70 C -0.542 -3.547 -1.076  -0.049
71 O 0.774 -3.119 -1.596  -0.204
72 C 0.888 -2.946 -2.978  -0.228
73 C 2.328 -2.538 -3.301  -0.162
74 O 3.193 -3.609 -2.832  -0.127
75 C 4.532 -3.401 -3.232  -0.200
76 C 5.360 -4.520 -2.588  -0.201
77 O 5.497 -4.377 -1.182  -0.211
78 C 6.281 -5.312 -0.445  -0.103
79 H -0.453 -3.744 -0.025  0.055
80 H -0.825 -4.492 -1.593  0.097
81 H -1.358 -2.828 -1.304  0.074
82 H 0.282 -2.099 -3.335  0.104
83 H 0.673 -3.917 -3.533  0.141
84 H 2.592 -1.661 -2.681  0.101
85 H 2.380 -2.366 -4.386  0.108
86 H 4.889 -2.435 -2.921  0.112
87 H 4.747 -3.440 -4.329  0.126
88 H 6.328 -4.540 -3.132  0.124
89 H 4.898 -5.501 -2.800  0.125
90 H 6.228 -5.044 0.642  0.071
91 H 7.337 -5.255 -0.769  0.088
92 H 5.946 -6.345 -0.609  0.087
93 C 4.512 2.317 9.580  -0.090
94 O 4.939 1.836 8.306  -0.191
95 C 5.634 2.726 7.488  -0.220
96 C 5.739 2.182 6.074  -0.211
97 O 4.501 2.106 5.407  -0.112
98 C 4.578 1.490 4.144  -0.197
99 C 3.251 1.759 3.372  -0.185
100 O 2.978 3.162 3.387  -0.203
101 C 1.604 3.522 3.235  -0.092
102 H 3.607 2.952 9.572  0.094
103 H 5.354 2.730 10.105  0.078
104 H 4.188 1.387 10.060  0.087
105 H 6.652 2.980 7.800  0.127
106 H 5.038 3.655 7.408  0.137
107 H 6.319 1.260 6.042  0.114
108 H 6.422 2.877 5.595  0.122
109 H 4.730 0.395 4.122  0.100
110 H 5.384 1.935 3.537  0.121
111 H 2.392 1.252 3.837  0.100
112 H 3.352 1.323 2.357  0.114
113 H 1.656 4.613 3.138  0.095
114 H 1.029 3.120 4.119  0.110
115 H 1.217 3.153 2.260  0.067
116 C -2.129 -3.465 4.495  -0.071
117 O -1.130 -4.500 4.327  -0.211
118 C 0.210 -4.206 4.784  -0.171
119 C 1.061 -5.434 4.453  -0.171
120 O 1.163 -5.656 3.051  -0.147
121 C 2.083 -4.734 2.487  -0.158
122 C 2.593 -5.488 1.243  -0.193
123 O 1.538 -5.587 0.355  -0.171
124 C 1.769 -6.343 -0.784  -0.099
125 H -2.566 -3.514 5.510  0.091
126 H -2.950 -3.640 3.787  0.067
127 H -1.661 -2.498 4.316  0.068
128 H 0.264 -4.048 5.832  0.112
129 H 0.591 -3.328 4.261  0.105
130 H 0.500 -6.319 4.810  0.134
131 H 2.063 -5.461 4.941  0.122
132 H 2.816 -4.478 3.245  0.103
133 H 1.472 -3.851 2.223  0.122
134 H 2.968 -6.446 1.582  0.121
135 H 3.450 -4.959 0.795  0.116
136 H 2.718 -6.117 -1.266  0.081
137 H 0.921 -6.297 -1.449  0.086
138 H 1.899 -7.391 -0.560  0.080
139 C 6.260 1.005 0.312  -0.079
140 C 6.524 -0.495 0.541  -0.216
141 N 6.714 -0.741 1.983  -0.190
142 C 6.278 -2.094 2.311  -0.246
143 C 4.780 -2.378 2.206  -0.059
144 C 8.063 -0.530 2.405  -0.281
145 C 8.151 -0.145 3.888  -0.067
146 H 5.293 1.291 0.747  0.055
147 H 6.219 1.272 -0.759  0.061
148 H 6.938 1.670 0.828  0.062
149 H 5.635 -1.072 0.246  0.107
150 H 7.386 -0.800 -0.021  0.107
151 H 6.694 -2.336 3.292  0.102
152 H 6.761 -2.826 1.677  0.101
153 H 4.215 -1.495 2.489  0.055
154 H 4.517 -3.209 2.881  0.058
155 H 4.441 -2.624 1.204  0.062
156 H 8.700 -1.398 2.141  0.124
157 H 8.454 0.298 1.829  0.103
158 H 9.169 0.199 4.048  0.071
159 H 7.502 0.707 4.068  0.041
160 H 7.761 -0.960 4.547  0.074
161 C 3.468 0.899 -2.162  -0.084
162 C 4.125 1.233 -3.466  -0.257
163 N 3.941 2.650 -3.827  -0.153
164 C 5.155 3.361 -3.433  -0.250
165 C 5.037 4.883 -3.744  -0.071
166 C 3.675 2.792 -5.279  -0.252
167 C 4.793 2.527 -6.274  -0.087
168 H 3.540 -0.162 -1.894  0.063
169 H 2.445 1.261 -2.097  0.064
170 H 3.960 1.400 -1.307  0.053
171 H 5.169 0.917 -3.539  0.116
172 H 3.580 0.630 -4.191  0.091
173 H 5.352 3.311 -2.354  0.094
174 H 6.061 2.943 -3.931  0.119
175 H 4.110 5.432 -3.458  0.070
176 H 5.818 5.461 -3.291  0.061
177 H 5.104 5.060 -4.812  0.054
178 H 3.252 3.785 -5.470  0.096
179 H 2.882 2.098 -5.572  0.077
180 H 5.335 1.575 -6.104  0.083
181 H 5.522 3.317 -6.399  0.060
182 H 4.365 2.459 -7.272  0.072
183 C -5.362 1.436 -1.890  -0.068
184 C -5.679 1.865 -3.299  -0.284
185 N -6.358 3.150 -3.343  -0.183
186 C -6.500 3.462 -4.753  -0.276
187 C -7.042 4.843 -5.045  -0.093
188 C -7.570 3.262 -2.577  -0.249
189 C -8.694 2.245 -2.838  -0.078
190 H -4.661 0.612 -1.850  0.054
191 H -6.260 1.086 -1.382  0.052
192 H -4.882 2.308 -1.454  0.082
193 H -4.738 2.051 -3.854  0.087
194 H -6.201 1.101 -3.902  0.123
195 H -5.518 3.364 -5.184  0.098
196 H -7.161 2.773 -5.278  0.110
197 H -7.074 5.073 -6.120  0.078
198 H -8.032 5.032 -4.641  0.055
199 H -6.475 5.635 -4.521  0.083
200 H -7.970 4.263 -2.723  0.102
201 H -7.314 3.119 -1.522  0.095
202 H -9.489 2.484 -2.107  0.079
203 H -8.395 1.193 -2.681  0.057
204 H -9.110 2.209 -3.855  0.068
205 C -6.416 3.747 1.895  -0.067
206 C -6.029 2.495 2.637  -0.296
207 N -6.117 2.754 4.033  -0.188
208 C -4.759 3.124 4.512  -0.268
209 C -4.673 3.723 5.885  -0.088
210 C -6.758 1.734 4.841  -0.260
211 C -8.288 1.815 4.720  -0.079
212 H -5.736 4.562 2.198  0.073
213 H -7.461 4.012 2.157  0.088
214 H -6.286 3.617 0.825  0.051
215 H -6.718 1.669 2.435  0.088
216 H -5.030 2.078 2.371  0.110
217 H -4.084 2.253 4.460  0.117
218 H -4.440 3.907 3.825  0.092
219 H -5.352 4.571 5.951  0.082
220 H -5.009 2.999 6.639  0.062
221 H -3.623 3.976 6.056  0.080
222 H -6.495 1.887 5.892  0.102
223 H -6.452 0.725 4.631  0.089
224 H -8.710 1.081 5.443  0.079
225 H -8.600 1.689 3.669  0.059
226 H -8.655 2.767 5.129  0.072
227 C -0.542 -3.366 -6.627  -0.071
228 C -0.328 -1.879 -6.989  -0.249
229 N 1.069 -1.552 -6.754  -0.181
230 C 1.268 -0.139 -6.402  -0.223
231 C 0.825 0.153 -4.954  -0.070
232 C 2.017 -1.949 -7.815  -0.240
233 C 3.429 -2.290 -7.276  -0.071
234 H -1.562 -3.768 -6.803  0.074
235 H -0.327 -3.468 -5.540  0.055
236 H 0.139 -4.037 -7.185  0.069
237 H -0.648 -1.734 -8.031  0.117
238 H -0.969 -1.249 -6.392  0.072
239 H 0.774 0.522 -7.082  0.105
240 H 2.313 0.130 -6.442  0.084
241 H 1.464 -0.305 -4.199  0.045
242 H -0.157 -0.249 -4.722  0.030
243 H 0.854 1.223 -4.779  0.058
244 H 1.554 -2.758 -8.390  0.106
245 H 2.131 -1.179 -8.580  0.108
246 H 3.400 -3.145 -6.596  0.064
247 H 4.054 -2.549 -8.121  0.064
248 H 3.875 -1.391 -6.836  0.062
249 C -0.067 5.727 -7.559  -0.089
250 C -0.530 4.397 -6.999  -0.246
251 N -0.798 4.534 -5.576  -0.203
252 C -1.903 3.717 -5.069  -0.230
253 C -2.580 4.319 -3.784  -0.058
254 C 0.362 4.495 -4.711  -0.234
255 C 1.161 5.794 -4.609  -0.073
256 H -0.252 5.934 -8.614  0.073
257 H 0.977 5.921 -7.358  0.048
258 H -0.522 6.503 -6.980  0.068
259 H -1.477 4.101 -7.500  0.116
260 H 0.191 3.581 -7.196  0.110
261 H -2.705 3.677 -5.850  0.113
262 H -1.641 2.665 -4.860  0.095
263 H -3.072 5.229 -4.090  0.064
264 H -3.378 3.659 -3.402  0.052
265 H -1.912 4.592 -2.965  0.047
266 H 0.987 3.664 -5.085  0.097
267 H 0.039 4.260 -3.684  0.087
268 H 0.602 6.717 -4.455  0.086
269 H 1.738 5.912 -5.514  0.044
270 H 1.944 5.732 -3.847  0.046
271 C -5.745 -2.429 2.809  -0.082
272 C -7.033 -1.612 2.785  -0.250
273 N -7.876 -1.901 1.622  -0.155
274 C -9.223 -1.358 1.815  -0.284
275 C -10.100 -2.175 2.672  -0.098
276 C -7.292 -1.208 0.456  -0.261
277 C -7.794 -1.718 -0.890  -0.080
278 H -5.197 -2.330 1.850  0.040
279 H -6.004 -3.469 2.789  0.073
280 H -5.068 -2.049 3.560  0.067
281 H -7.593 -1.801 3.697  0.109
282 H -6.804 -0.524 2.811  0.093
283 H -9.138 -0.347 2.248  0.111
284 H -9.701 -1.236 0.841  0.109
285 H -9.762 -2.316 3.695  0.065
286 H -11.036 -1.639 2.803  0.075
287 H -10.306 -3.171 2.264  0.084
288 H -6.225 -1.452 0.473  0.094
289 H -7.330 -0.105 0.542  0.113
290 H -8.861 -1.626 -1.046  0.057
291 H -7.536 -2.801 -1.055  0.081
292 H -7.319 -1.152 -1.697  0.055
293 C -2.755 -0.116 2.065  -0.053
294 C -1.970 -0.584 0.850  -0.258
295 N -0.849 0.255 0.610  -0.179
296 C -0.256 0.181 -0.738  -0.220
297 C -1.151 0.873 -1.745  -0.058
298 C 0.148 0.351 1.653  -0.261
299 C 0.792 -0.979 1.967  -0.077
300 H -2.138 -0.241 2.977  0.068
301 H -3.605 -0.803 2.200  0.055
302 H -2.975 0.950 1.966  0.057
303 H -1.680 -1.632 0.957  0.100
304 H -2.580 -0.508 -0.051  0.109
305 H 0.687 0.708 -0.651  0.089
306 H 0.086 -0.833 -1.070  0.111
307 H -0.648 0.894 -2.717  0.052
308 H -2.094 0.330 -1.874  0.053
309 H -1.370 1.893 -1.427  0.069
310 H -0.299 0.748 2.566  0.098
311 H 0.964 1.050 1.354  0.106
312 H 0.009 -1.620 2.374  0.058
313 H 1.645 -0.949 2.649  0.055
314 H 1.162 -1.444 1.062  0.076

Forces on the atoms, in the same order (eV/Å):
C 0.6 -1.0 0.1
O -0.7 0.2 -0.8
C 0.0 -0.2 0.6
C -0.7 0.9 0.4
O -0.3 -0.5 0.5
C 0.7 -0.1 -0.3
C -0.6 -0.7 -0.6
O 0.9 1.2 0.2
C -0.1 -0.6 -0.8
H -0.5 0.7 -0.1
H 0.1 -0.2 0.0
H 0.3 0.4 0.4
H -0.1 -0.4 -0.2
H 0.3 -0.2 -0.6
H -0.1 -0.1 -0.2
H 0.6 0.2 0.2
H 0.1 -0.2 -0.2
H -0.6 0.2 0.0
H -0.1 -0.1 0.5
H 0.3 -0.2 -0.1
H -0.5 0.0 -0.6
H -0.2 0.0 0.9
H 0.3 0.7 0.7
C 0.0 -1.2 -1.9
O 0.1 0.0 0.1
C -0.3 0.8 1.2
C -0.8 -1.2 -0.8
O -0.5 1.0 -0.1
C -0.5 -0.8 -0.1
C -0.5 -1.1 1.6
O 0.8 0.5 -0.4
C 0.9 -0.1 -0.2
H 0.3 0.1 1.1
H -0.2 0.3 -0.5
H 0.0 0.5 0.0
H -0.2 -0.3 0.1
H 0.3 -0.1 -0.1
H 0.9 0.5 0.4
H 0.2 0.2 0.7
H -1.0 0.3 -0.1
H 0.1 0.2 -0.5
H 0.2 0.2 -0.4
H -0.1 0.5 -0.4
H 0.2 -0.1 0.6
H -0.4 -0.1 -0.1
H 0.0 0.0 0.1
C -1.8 0.6 0.8
O 0.5 -1.5 -0.7
C -0.3 0.2 1.1
C -1.4 0.7 -0.2
O 0.5 0.2 0.9
C 2.1 0.3 -0.1
C -0.6 0.2 -0.6
O 0.3 -0.5 0.5
C -1.0 0.9 -0.1
H 0.1 0.0 0.2
H 0.4 -0.6 0.5
H 0.4 0.4 -0.7
H 0.4 -0.3 -0.6
H 0.3 0.2 -0.2
H 0.6 -0.1 -0.2
H 0.2 0.1 0.0
H -0.6 -0.7 0.0
H -0.3 0.0 0.0
H 0.3 0.0 0.1
H -0.1 0.1 -0.1
H 0.5 -0.4 -0.3
H -0.2 0.0 -0.4
H -0.1 -0.1 -0.1
C 0.6 -0.1 -2.3
O -1.2 -0.1 1.2
C 0.5 -0.6 -0.4
C -0.2 -1.1 1.4
O -0.2 0.9 -1.5
C 0.2 -1.4 0.5
C 0.5 -0.6 -0.3
O -0.2 0.6 0.2
C 0.2 0.3 -0.4
H 0.3 0.1 0.4
H 0.1 0.4 0.4
H 0.6 -0.1 0.2
H -0.4 -0.4 -0.1
H -0.1 1.1 0.5
H -0.2 -0.1 -0.6
H 0.3 0.0 0.2
H 0.2 0.7 0.5
H -0.7 -0.2 0.4
H 0.0 0.1 0.5
H -0.1 0.3 -0.1
H -0.2 -0.2 -1.1
H -0.2 0.0 0.2
H -0.1 0.1 0.1
C -0.5 -1.4 -0.6
O -0.1 -0.3 0.3
C -1.3 0.6 -1.0
C 0.5 0.2 0.2
O 0.2 -0.5 0.4
C -1.0 0.6 -1.4
C 0.1 0.5 0.8
O 0.6 -0.8 -0.4
C 0.6 -0.5 -0.3
H 0.6 0.2 -0.4
H 0.2 0.5 0.5
H 0.2 0.3 0.3
H 0.0 -0.2 0.4
H 0.4 0.0 0.1
H -0.3 -0.7 0.2
H 0.0 0.5 -0.6
H 0.2 0.3 0.5
H 0.0 0.0 0.2
H 0.2 -0.1 0.2
H 0.0 0.4 0.1
H -0.5 -0.3 0.4
H 0.2 0.6 -0.9
H -0.1 0.1 0.7
C 0.9 -0.9 0.4
O -0.2 0.4 0.2
C -0.4 -0.6 -1.3
C -1.0 -1.1 -0.2
O 0.3 0.0 1.3
C -1.2 -0.8 -1.2
C 0.9 1.5 0.7
O -0.9 0.3 0.0
C 0.8 -0.7 0.0
H 0.3 0.2 -0.3
H 0.4 0.0 0.0
H -0.2 0.3 0.0
H -0.2 0.4 1.2
H 0.0 0.2 0.1
H 0.2 0.4 0.1
H -0.6 0.5 -0.2
H 0.6 0.1 -0.2
H 0.7 0.1 -0.3
H 0.0 -0.6 0.1
H -0.1 0.1 -0.1
H 0.0 0.8 -0.4
H -0.1 0.5 -0.3
H -0.2 -0.8 0.5
C -0.9 -0.1 -0.3
C -1.0 1.1 1.1
N -1.2 -0.6 -0.8
C 0.1 -0.3 0.3
C 0.0 0.1 0.6
C 0.4 0.2 0.4
C -0.5 -0.5 -0.5
H 0.0 -0.3 -0.1
H 0.2 -0.1 0.4
H 0.7 -0.1 0.0
H 0.4 0.2 -0.2
H 0.6 -0.5 -0.5
H -0.5 0.1 0.2
H 0.6 -0.3 -0.6
H -0.2 0.2 0.3
H 0.1 0.4 -0.3
H 0.2 -0.2 -0.2
H 0.0 0.1 0.3
H 0.2 0.4 -0.2
H 0.2 -0.4 0.7
H -0.1 0.2 -0.1
H 0.9 0.6 -0.3
C 0.8 0.3 2.0
C -1.0 -0.2 -0.7
N 0.8 -0.7 -0.5
C -0.1 1.8 0.0
C -0.6 0.0 -0.4
C -0.3 0.2 0.0
C 0.6 -0.6 -0.4
H -0.2 0.2 -0.3
H -0.2 -0.2 -0.4
H 0.0 0.0 -0.4
H 0.2 0.0 0.2
H 0.1 -0.1 -0.4
H -0.4 -0.5 -0.1
H -0.4 0.3 0.1
H 0.3 -1.0 0.2
H 0.7 0.1 0.3
H 0.2 0.0 -0.3
H 0.2 0.0 0.1
H -0.1 0.0 0.5
H -0.3 0.5 0.1
H 0.3 0.3 0.5
H -0.3 -0.2 -0.1
C 0.0 -0.2 -0.3
C 0.5 0.0 -0.5
N 0.4 0.0 -0.8
C -0.7 0.9 0.0
C 0.2 1.3 0.4
C -0.4 -0.8 0.2
C -0.3 -0.6 0.0
H 0.2 -0.2 -0.2
H 0.0 0.4 0.4
H -0.2 0.0 0.7
H -0.2 -0.3 0.3
H -0.1 -0.1 0.3
H 0.4 0.0 -0.3
H -0.1 -0.6 -0.1
H 0.1 -0.2 0.3
H -0.5 -0.4 -0.2
H 0.3 -0.4 -0.4
H 0.1 0.1 0.2
H 0.0 0.4 0.0
H 0.1 -0.3 -0.5
H 0.1 0.4 0.3
H 0.0 0.5 0.2
C 0.2 0.3 -0.2
C -0.3 -1.0 -0.5
N 1.3 0.4 2.1
C -0.8 0.0 -0.4
C -0.5 -0.5 0.4
C -0.8 0.8 0.4
C 0.2 -0.1 0.9
H -0.4 -0.1 -0.1
H 0.6 0.0 -0.3
H -0.2 0.1 -0.3
H -0.1 0.1 -0.4
H -0.3 0.4 -0.1
H 0.1 0.1 -0.3
H 0.4 -0.2 -0.2
H 0.3 0.3 0.1
H 0.3 0.2 0.0
H -0.3 0.2 0.3
H 0.0 0.1 -0.2
H 0.5 -0.8 -0.5
H 0.0 0.0 -1.0
H -0.2 -0.1 0.6
H 0.2 0.0 -0.5
C -0.2 -0.2 0.6
C 0.1 -1.5 -0.6
N 1.0 0.9 -0.1
C -0.1 -0.9 1.6
C 0.1 -0.2 -0.3
C -0.3 -0.3 0.2
C -1.0 0.2 -0.5
H 0.4 0.6 0.0
H -0.1 -0.1 -0.7
H -0.2 0.5 0.3
H 0.2 0.2 -0.1
H 0.0 0.1 0.2
H -0.7 0.6 -0.7
H 0.5 -0.2 -0.3
H 0.3 0.0 -0.2
H -0.2 0.3 -0.2
H -0.2 0.3 0.1
H 0.3 -0.3 0.4
H 0.0 0.5 0.0
H 0.0 0.3 0.1
H 0.2 -0.2 -0.2
H -0.1 -0.3 0.3
C 0.6 0.4 -0.2
C -0.6 -0.3 -0.1
N -1.2 0.0 0.4
C -1.0 0.2 0.4
C 0.0 -0.4 -0.8
C -0.1 -0.1 0.4
C 0.9 -0.2 -0.4
H -0.1 -0.4 0.0
H 0.5 -0.3 -0.3
H -0.8 0.5 0.2
H 0.5 0.2 0.3
H 0.0 0.1 0.0
H 0.7 0.1 0.5
H 0.3 0.0 -0.1
H -0.2 0.5 -0.1
H 0.4 0.1 -0.1
H 0.2 -0.3 -0.1
H 0.3 0.2 0.5
H 0.0 -0.2 -0.5
H -0.3 -0.3 0.1
H 0.1 0.3 -0.4
H -0.3 -0.2 0.2
C -0.2 0.8 -1.7
C 0.2 0.4 0.0
N 0.0 0.7 -0.6
C 0.8 0.5 -0.3
C -1.1 -0.8 0.9
C 0.7 -0.9 -0.1
C 0.3 -0.7 -0.3
H -0.2 0.3 0.4
H 0.1 -0.7 0.9
H 0.1 -0.5 0.6
H -0.2 -0.2 0.1
H 0.0 -0.3 0.0
H 0.0 0.1 -0.1
H 0.1 0.0 0.0
H 0.4 0.0 0.1
H -0.4 -0.1 -0.2
H 0.0 0.2 -0.1
H 0.0 0.2 -0.1
H -0.4 -0.1 0.0
H -0.3 0.1 0.1
H -0.2 1.0 0.3
H 0.0 0.0 0.1
C 0.5 -0.8 0.4
C -0.3 0.0 0.0
N 1.3 1.2 -0.8
C 0.1 -0.3 0.6
C 0.1 -0.4 -0.4
C 0.9 0.3 0.2
C 0.0 -0.6 0.1
H -0.3 0.1 -0.3
H -0.1 0.8 -0.1
H -0.5 -0.3 0.0
H -0.1 -0.4 0.1
H -0.3 -0.2 0.1
H 0.2 0.4 -0.1
H -0.7 0.3 0.2
H -0.1 0.1 0.0
H 0.1 0.1 -0.1
H 0.0 0.0 0.0
H 0.0 0.2 0.0
H -0.8 -0.2 0.0
H 0.2 -0.4 0.2
H -0.2 0.2 0.2
H 0.0 -0.2 -0.4